186
Properties=species:S:1:pos:R:3:forces:R:3:mulliken_charge:R:1 method="wB97M-V/def2-TZVPD" homo_ev=-9.3545 mol_weight_g_mol=1306.2 smiles="CCOP(=O)(OCC)OCC.CCOP(=O)(OCC)OCC.CCOP(=O)(OCC)OCC.CCOP(=O)(OCC)OCC.CCOP(=O)(OCC)OCC.O=C1OCCO1.O=C1OCCO1.CNC(C)=O.CNC(C)=O.CNC(C)=O" total_charge=0 total_energy_ha=-5830.58063 gap_ha=0.3578
C -4.585576 2.912372 0.068470 -0.11 -0.84 -0.49 -0.98
C -5.688976 1.913170 0.430486 0.33 0.11 -1.07 -0.16
O -5.259737 1.166253 1.597099 -0.63 0.72 -0.75 -0.22
P -5.650908 -0.321801 1.881196 0.21 -1.36 0.44 0.54
O -6.967384 -0.779547 2.322171 -0.37 0.51 -0.30 -0.88
O -4.601596 -0.697856 2.998369 1.57 0.56 -0.38 -0.37
C -3.280194 -0.007205 3.157437 -0.46 -0.73 -1.05 1.95
C -3.423360 0.838925 4.325658 0.11 0.66 2.09 -1.26
O -5.209832 -0.994147 0.510780 0.68 -0.12 -0.55 0.29
C -5.743751 -2.214393 -0.023876 -0.18 -0.43 0.70 -0.58
C -5.120873 -3.442110 0.634217 1.50 1.43 1.51 -1.00
H -3.652193 2.419009 -0.265906 -0.63 0.04 -0.16 -0.12
H -4.998856 3.592513 -0.673800 0.20 -0.03 -0.34 0.46
H -4.273263 3.520469 0.882631 -0.06 0.48 1.03 0.45
H -6.634845 2.405891 0.615843 -0.08 0.28 0.63 0.45
H -5.945839 1.310358 -0.487502 0.66 -0.15 1.13 0.12
H -2.544373 -0.772854 3.367335 0.05 -0.42 -0.29 -0.28
H -2.938212 0.594507 2.301773 -0.61 -0.64 -0.17 -0.79
H -3.661209 0.220992 5.191805 0.27 -0.03 0.24 0.30
H -2.534384 1.442694 4.533497 0.03 -0.20 -0.05 0.01
H -4.256460 1.498961 4.256554 -0.63 0.73 -0.39 0.51
H -6.782455 -2.213873 0.219802 -0.96 -0.02 -0.06 0.58
H -5.642163 -2.167683 -1.099341 0.27 0.03 -0.24 0.21
H -4.011533 -3.307971 0.705019 -0.65 -0.44 -0.64 0.11
H -5.373500 -3.388589 1.700120 -0.31 -0.01 -0.06 0.35
H -5.420174 -4.424574 0.325306 -0.12 -0.25 -0.74 0.45
C 6.279291 -0.927337 -2.700028 0.76 0.71 -0.02 -0.90
C 5.609455 0.066523 -3.621753 0.30 -0.93 1.66 -0.25
O 5.200613 1.214406 -2.825544 1.43 -0.46 -1.15 -0.34
P 3.703693 1.477238 -2.522519 -0.68 0.32 -1.01 -1.31
O 2.848168 1.700637 -3.708977 0.18 -0.04 0.71 -0.15
O 3.364839 0.276866 -1.605450 -0.97 -2.30 0.35 0.82
C 1.975265 -0.165459 -1.263245 1.99 0.10 -0.30 1.76
C 1.374758 -1.004729 -2.349796 -1.17 -0.18 1.24 0.30
O 3.779861 2.647966 -1.494378 -0.69 0.98 -1.04 -0.19
C 4.638203 2.577106 -0.390354 -0.96 1.51 2.37 0.36
C 3.930742 3.386650 0.799987 1.53 -0.27 -1.21 -0.77
H 6.624439 -1.781893 -3.251986 0.11 -0.47 -0.39 0.43
H 7.149672 -0.500820 -2.191842 -0.14 0.08 -0.06 0.31
H 5.577383 -1.250024 -1.980227 -0.71 -0.51 0.96 -0.02
H 6.318742 0.318044 -4.363659 0.40 1.06 -0.89 0.53
H 4.800071 -0.482472 -4.064039 -0.88 0.39 -0.40 0.11
H 2.124098 -0.648039 -0.311908 -0.10 -0.53 0.16 -0.72
H 1.532425 0.766646 -1.070953 -1.52 0.93 0.19 -0.32
H 1.989030 -1.816689 -2.642193 0.81 -0.72 -0.07 0.34
H 0.386853 -1.417922 -2.079035 0.41 0.09 0.39 -0.11
H 1.150880 -0.428771 -3.191018 -0.01 1.14 -1.42 -0.57
H 4.723732 1.581146 -0.018187 0.20 -1.00 -0.06 -0.34
H 5.626422 2.932872 -0.681905 -0.08 0.26 0.23 0.36
H 4.637896 3.399618 1.636247 -0.04 0.24 -0.06 0.42
H 3.706399 4.418481 0.480608 0.01 -0.50 0.25 0.38
H 3.038553 2.889666 1.182232 -0.09 0.03 -0.46 -0.40
C 2.090717 -5.740255 1.669060 0.58 0.72 0.75 -1.72
C 1.917244 -4.205122 1.630918 -1.21 -0.51 -1.63 0.71
O 2.965350 -3.409713 2.227945 0.31 -0.70 -1.21 0.73
P 4.293147 -3.239347 1.299744 -0.83 -0.98 0.10 0.97
O 4.095963 -3.208115 -0.160592 -0.33 0.90 0.67 -0.86
O 4.944742 -2.068849 2.113718 0.15 -0.07 -0.18 -0.38
C 4.564111 -0.741239 1.685740 0.20 -0.45 -0.55 -0.32
C 3.324796 -0.206824 2.346421 0.23 0.67 0.40 1.55
O 5.233540 -4.452444 1.580951 0.20 -0.67 0.21 -0.39
C 5.551347 -4.914888 2.888459 -1.04 0.06 1.29 0.43
C 7.016894 -4.879427 3.098223 0.74 1.08 -1.35 -1.49
H 2.419597 -6.102884 2.643560 0.09 0.14 0.15 0.37
H 1.157721 -6.248671 1.477101 -0.37 0.11 -0.31 0.45
H 2.828699 -6.052049 0.938308 0.13 -0.10 -0.16 0.40
H 1.831598 -3.962016 0.531790 0.11 0.11 1.19 -0.58
H 0.948694 -3.897310 2.063737 0.73 -0.13 0.19 0.08
H 5.494312 -0.203772 1.858285 -0.34 0.59 -0.08 0.37
H 4.347655 -0.835735 0.610997 0.39 0.47 0.08 -0.16
H 3.391213 -0.155566 3.456402 0.01 0.10 -0.75 0.05
H 3.227745 0.812851 1.907440 -0.35 -0.55 0.56 -0.69
H 2.451495 -0.815318 2.090507 0.09 0.21 0.05 -0.76
H 5.039409 -4.297058 3.668268 0.33 -0.34 -0.71 -0.24
H 5.152809 -5.927501 3.004769 -0.03 0.08 -0.19 0.33
H 7.313348 -4.802202 4.101780 0.22 -0.44 1.53 0.40
H 7.577523 -5.613251 2.559880 0.10 -0.99 -0.07 0.38
H 7.410417 -3.970934 2.659839 -0.13 0.59 -0.12 0.33
C -2.884861 -3.694716 5.761257 -0.43 -1.46 -0.31 -1.06
C -1.879437 -2.948893 6.520096 1.82 1.29 -0.57 -0.22
O -0.936422 -2.361425 5.467447 -0.62 -0.51 1.10 -0.25
P 0.175075 -1.299836 5.760264 0.33 0.02 0.43 -0.27
O 0.522392 -0.556556 4.506746 -0.01 -0.36 1.89 0.69
O -0.455005 -0.492277 7.054907 0.67 -0.11 -2.13 -0.36
C 0.174649 0.768795 7.466194 2.18 -1.74 0.19 -0.03
C -0.513875 1.992475 6.987562 -1.09 0.37 0.50 -0.88
O 1.397948 -2.176290 6.428055 -1.67 0.91 -0.53 -0.32
C 2.770938 -1.857021 6.281367 1.03 -0.57 -1.51 0.13
C 3.512141 -2.982189 5.503440 -0.13 -0.54 0.83 -0.73
H -3.307347 -3.126011 4.942503 -0.12 0.29 -0.01 0.12
H -2.369650 -4.559358 5.333498 -0.36 -0.11 -0.11 0.31
H -3.697269 -4.052391 6.415471 0.32 0.14 -0.22 0.39
H -2.278320 -2.099006 7.030154 -0.25 0.49 0.44 0.26
H -1.264184 -3.542603 7.204504 -0.19 0.03 -0.20 0.32
H 0.096243 0.653950 8.550756 0.36 0.49 -0.08 0.39
H 1.293149 0.692105 7.160010 -1.72 0.40 0.59 0.11
H -1.551036 1.919008 7.343472 0.12 0.19 -0.04 0.36
H -0.081851 2.900034 7.451542 -0.05 -0.48 -0.42 0.39
H -0.588568 2.069185 5.912593 0.39 0.12 -0.34 -0.06
H 2.913799 -0.967536 5.678141 -0.28 0.50 0.08 -0.13
H 3.216892 -1.702673 7.262554 -0.11 -0.05 0.07 0.36
H 4.542001 -2.638727 5.224614 -0.79 -0.40 0.43 0.34
H 3.523700 -3.887568 6.165540 0.43 0.67 -0.55 0.32
H 3.005290 -3.314698 4.578577 0.05 0.65 0.43 -0.12
C -4.593716 5.713162 -5.152400 -0.35 -0.35 2.52 -1.31
C -3.226969 5.111556 -5.086055 -1.14 -2.84 -2.89 0.55
O -2.203648 5.896186 -4.617987 -0.27 1.79 0.72 -0.40
P -0.742370 5.395292 -4.581901 1.59 1.34 0.50 0.23
O 0.261430 6.367651 -4.169269 -0.10 0.49 0.21 -0.86
O -0.520736 4.864073 -6.017051 -0.23 -1.01 -1.74 -0.18
C 0.771894 4.516853 -6.525084 1.85 1.25 -0.04 0.31
C 0.731654 4.530230 -8.084736 -1.08 -1.59 1.89 -1.41
O -0.764591 4.123061 -3.690163 -0.23 -0.96 0.02 0.71
C -0.225253 4.176715 -2.389007 -0.49 0.15 1.64 -1.38
C 0.341570 2.860690 -1.998569 -0.67 -0.73 0.66 0.60
H -4.638112 6.653552 -5.593657 0.14 1.78 -0.87 0.50
H -5.294150 5.063611 -5.688545 0.27 -0.05 0.45 0.27
H -4.876865 5.833961 -4.056887 -0.36 -0.05 -1.41 0.26
H -3.400713 4.217985 -4.479378 0.71 -0.06 0.17 -0.13
H -2.939489 4.739494 -6.124329 -0.28 0.36 1.08 0.15
H 1.505526 5.324740 -6.237097 -0.89 -0.59 -0.06 0.35
H 1.160402 3.631763 -5.973088 -0.41 0.22 -0.83 -0.13
H 0.074689 5.329729 -8.341408 -0.83 0.28 -0.39 0.37
H 1.640334 4.769378 -8.531265 1.94 0.41 -0.32 0.46
H 0.456357 3.556232 -8.507914 -0.48 0.35 0.05 0.26
H 0.476840 4.961461 -2.226619 0.91 0.62 -0.80 0.65
H -0.992167 4.483550 -1.643889 -0.18 -0.53 -0.59 0.33
H 0.669548 3.031968 -0.985529 0.56 -0.20 0.50 0.25
H -0.471924 2.140609 -1.888759 -0.05 -0.24 -0.17 0.07
H 1.139774 2.412745 -2.592125 -0.16 0.58 -0.18 -0.39
C 2.298406 2.708378 4.890346 -0.44 -0.58 0.65 -0.97
C 1.621078 3.108448 3.555945 0.34 -0.45 2.30 1.14
O 1.661553 4.216526 3.107066 0.65 1.77 -0.73 -0.65
N 0.846627 2.145610 3.076437 -0.57 -0.87 -0.37 0.73
C -0.104443 2.385803 2.049272 -2.25 -0.68 -0.89 -1.15
H 1.930479 1.736291 5.296699 0.54 0.30 -0.78 -0.17
H 1.979044 3.372566 5.686432 -0.20 0.66 -0.19 0.35
H 3.384590 2.757164 4.939690 0.03 -0.13 -0.52 0.34
H 0.797358 1.327132 3.637084 -0.23 -0.99 0.10 -0.31
H -1.196120 2.168464 2.268779 1.27 -0.02 0.53 -0.22
H 0.013188 1.845901 1.113579 0.60 -0.39 0.02 0.12
H -0.108334 3.408051 1.784934 0.31 1.26 -0.12 0.79
C -2.880712 -0.828607 -1.481563 -1.12 -0.11 1.47 0.44
C -2.000833 -0.607762 -0.255585 -0.58 -1.84 -1.38 0.07
O -1.904894 0.515838 0.177100 0.62 0.86 0.85 -0.14
N -1.445645 -1.742219 0.269738 0.75 0.47 0.02 0.79
C -0.427590 -1.608400 1.305501 -0.46 -0.25 0.08 -0.07
H -3.349303 -1.833227 -1.462239 0.23 0.71 -0.19 -0.42
H -2.365445 -0.648253 -2.387459 0.83 -0.02 -1.01 0.46
H -3.635538 -0.030177 -1.374873 0.08 -0.57 -0.14 -0.79
H -1.310600 -2.610203 -0.272345 -0.55 0.67 0.00 -0.06
H -0.659840 -2.280374 2.125408 -0.18 0.13 0.39 0.56
H -0.422607 -0.575241 1.640751 0.22 -0.05 0.15 -0.15
H 0.542414 -1.947931 0.953839 0.22 0.32 -0.30 -0.84
C 1.424961 -4.646736 -2.402921 0.26 -0.20 -0.73 -1.43
C 0.069110 -4.234862 -2.001202 -0.70 0.28 -0.24 0.84
O -0.315013 -4.119060 -0.830967 0.05 -0.23 -0.82 -0.83
N -0.704836 -3.976733 -3.097522 1.20 -0.44 0.04 0.08
C -2.118121 -3.970273 -2.991524 -1.54 0.80 0.15 -0.66
H 1.826813 -3.894659 -3.060425 0.35 0.25 -0.26 0.36
H 1.405977 -5.572212 -2.953001 -0.31 -0.40 -0.44 0.50
H 2.089731 -4.831639 -1.618153 0.91 0.19 1.46 0.16
H -0.259481 -4.039630 -4.042530 -0.78 0.17 1.47 0.32
H -2.551040 -3.238114 -3.677084 0.08 0.03 0.04 0.25
H -2.475378 -3.719009 -1.973991 0.59 -0.10 -0.51 0.04
H -2.563680 -4.925839 -3.223409 -0.06 -0.53 -0.18 0.41
C 0.920905 1.042391 -6.385647 -0.25 0.24 0.33 -0.15
C -0.360357 1.508165 -5.569624 2.47 -1.22 1.06 0.85
O -0.779017 0.263909 -4.916777 0.47 -0.01 -1.51 -0.06
C -0.108057 -0.798851 -5.476459 -0.37 0.05 0.91 0.35
O -0.390643 -1.933621 -5.182725 0.50 0.83 -0.61 -0.55
O 0.895633 -0.403192 -6.289344 -0.80 0.06 0.65 -0.37
H 1.826740 1.452880 -5.904998 -0.35 -0.55 -0.02 0.21
H 0.994069 1.253737 -7.456709 -0.53 0.23 0.23 0.19
H -1.145794 1.972393 -6.109513 -0.79 0.14 -0.60 0.49
H -0.008387 2.145474 -4.751009 -0.37 0.04 -0.36 -0.97
C -4.514998 1.746923 -4.082060 -1.45 -0.94 0.20 -0.05
C -5.548313 0.630285 -3.672853 1.30 1.79 1.50 0.55
O -6.688642 1.394623 -3.208376 0.76 -0.27 -1.49 -0.40
C -6.663288 2.570387 -3.901492 1.24 -0.88 1.02 0.50
O -7.548027 3.328021 -3.912859 -1.56 1.36 -0.36 -0.50
O -5.448264 2.799951 -4.456507 0.85 -0.58 0.00 -0.26
H -3.894822 1.431777 -4.918253 -0.25 0.22 -0.26 0.22
H -3.836426 2.033113 -3.277560 -0.34 0.36 0.17 0.20
H -5.223396 0.100558 -2.793737 0.23 -0.58 -0.05 -0.49
H -5.726432 0.008498 -4.512394 -0.75 -0.66 -0.65 0.34